# 1
A molecular structure, C35H33BrFN2O4OsSi. Source: the OMol25 dataset; level of theory: ωB97M-V/def2-TZVPD.

Geometry as XYZ:
```
78
Properties=species:S:1:pos:R:3:lowdin_charge:R:1
Os -0.313 0.150 -1.645 1.530
C -1.047 -5.116 3.908 -0.040
C -1.472 -3.727 4.353 -0.289
C -0.846 -3.359 5.688 -0.143
C -1.348 -2.005 6.152 -0.122
C -1.107 -0.966 5.094 -0.126
C -0.972 0.362 5.428 0.069
C -0.746 1.320 4.443 -0.250
F -0.625 2.599 4.822 0.088
C -0.638 0.991 3.124 0.083
C -0.762 -0.358 2.762 -0.037
C -0.646 -0.719 1.358 -0.257
O -0.467 0.210 0.520 -0.145
C -0.757 -2.090 1.052 -0.021
C -0.999 -2.991 2.062 0.048
N -1.122 -2.676 3.347 0.049
C -1.000 -1.337 3.737 -0.055
C -0.568 -2.651 -0.317 -0.559
O -0.705 -3.834 -0.535 0.095
O -0.227 -1.794 -1.243 -0.181
H -1.199 -5.799 4.743 0.093
H 0.011 -5.138 3.642 0.102
H -1.631 -5.499 3.073 0.085
H -2.561 -3.696 4.459 0.163
H 0.243 -3.358 5.588 0.139
H -1.106 -4.131 6.411 0.128
H -0.867 -1.702 7.082 0.127
H -2.421 -2.068 6.360 0.135
H -1.036 0.678 6.461 0.140
H -0.460 1.738 2.363 0.135
H -1.087 -4.031 1.785 0.134
C -2.467 -0.437 -2.773 -0.159
Si -1.611 0.393 -4.246 0.469
C -1.599 -0.610 -5.801 -0.157
C -2.162 2.148 -4.477 -0.141
N 0.000 0.408 -3.464 -0.192
C 1.320 0.684 -3.847 -0.250
C 1.744 0.909 -5.150 0.001
C 3.081 1.176 -5.404 -0.060
C 4.002 1.224 -4.368 -0.051
C 3.605 1.008 -3.052 0.020
C 2.275 0.745 -2.829 -0.191
O 1.730 0.539 -1.554 -0.159
C 2.541 0.434 -0.398 -0.263
C 2.655 1.541 0.415 0.012
C 3.404 1.411 1.577 -0.049
C 4.006 0.198 1.888 -0.066
C 3.863 -0.897 1.047 -0.052
C 3.115 -0.788 -0.117 0.008
H -3.529 -0.183 -2.735 0.071
H -2.187 0.001 -1.745 0.007
H -2.370 -1.522 -2.749 0.055
H -2.619 -0.886 -6.083 0.045
H -1.026 -1.531 -5.689 0.046
H -1.185 -0.034 -6.631 0.036
H -3.032 2.220 -5.133 0.045
H -1.359 2.734 -4.931 0.046
H -2.408 2.613 -3.521 0.029
H 1.029 0.864 -5.962 0.110
H 3.408 1.345 -6.420 0.114
H 5.042 1.431 -4.580 0.115
H 4.311 1.048 -2.235 0.130
H 2.157 2.465 0.152 0.125
H 3.515 2.258 2.240 0.114
H 4.591 0.107 2.794 0.110
H 4.331 -1.840 1.296 0.113
H 2.969 -1.624 -0.789 0.137
Br -1.844 6.627 -0.577 0.762
C -1.401 4.810 -0.836 -0.697
C -0.259 4.474 -1.539 -0.118
C 0.060 3.132 -1.719 -0.111
C -0.757 2.117 -1.222 -0.297
C -1.903 2.489 -0.517 -0.117
C -2.225 3.821 -0.315 -0.120
H 0.378 5.249 -1.944 0.107
H 0.957 2.898 -2.281 0.095
H -2.553 1.732 -0.092 0.104
H -3.113 4.094 0.239 0.106
```

Results
- Frontier orbital gap: 7.22 eV
- Charge: +1
- HOMO energy: -10.754 eV
- Lowest unoccupied orbital energy: -3.537 eV


# 2
A molecular structure, C23H32N6ORu at a distorted geometry. Source: the OMol25 dataset; level of theory: ωB97M-V/def2-TZVPD.

Geometry as XYZ:
```
63
Properties=species:S:1:pos:R:3:nbo_charge:R:1
Ru -0.657 0.648 -0.388 0.913
O 0.957 0.331 1.029 -0.631
C 0.960 -0.331 2.077 0.772
C 2.232 -0.557 2.827 -0.516
C 2.071 0.114 4.219 -0.399
C 1.087 1.301 4.282 -0.418
C -0.399 0.935 4.443 -0.423
C -1.047 0.319 3.205 -0.219
N -0.189 -0.769 2.677 -0.637
H 3.054 -0.129 2.257 0.243
H 2.419 -1.627 2.939 0.255
H 3.057 0.452 4.532 0.245
H 1.763 -0.633 4.955 0.214
H 1.224 1.952 3.409 0.189
H 1.365 1.908 5.144 0.247
H -0.965 1.827 4.720 0.231
H -0.498 0.241 5.284 0.216
H -1.167 1.057 2.416 0.196
H -2.032 -0.089 3.430 0.223
H 0.026 -1.418 3.427 0.392
N -2.007 -0.317 -0.472 -0.184
C -3.036 -1.212 -0.452 -0.011
C -3.920 -1.236 -1.539 -0.141
C -4.952 -2.152 -1.534 -0.206
C -5.100 -3.026 -0.461 -0.116
C -4.220 -2.997 0.620 -0.223
C -3.183 -2.089 0.634 -0.110
H -3.773 -0.545 -2.358 0.240
H -5.644 -2.192 -2.364 0.246
H -5.912 -3.741 -0.466 0.243
H -4.348 -3.688 1.441 0.242
H -2.470 -2.045 1.448 0.225
N 0.413 2.670 -0.174 -0.822
C -0.739 3.191 0.500 0.348
C -0.845 4.340 1.248 -0.240
C -2.080 4.604 1.830 -0.110
C -3.132 3.718 1.647 -0.228
C -2.925 2.565 0.913 0.070
N -1.738 2.316 0.355 -0.437
H 1.274 2.770 0.355 0.423
H 0.543 3.087 -1.092 0.425
H -0.005 5.012 1.360 0.255
H -2.219 5.501 2.418 0.254
H -4.104 3.911 2.078 0.258
H -3.701 1.827 0.761 0.232
N 0.659 -0.098 -1.739 -0.529
C 1.298 -0.721 -2.485 0.648
N 2.015 -1.396 -3.310 -0.430
C 1.770 -1.346 -4.772 -0.199
C 3.014 -0.840 -5.483 -0.415
C 4.240 -1.662 -5.090 -0.405
C 4.442 -1.655 -3.576 -0.415
C 3.200 -2.163 -2.861 -0.198
H 0.902 -0.714 -4.950 0.224
H 1.526 -2.363 -5.090 0.215
H 3.171 0.212 -5.231 0.208
H 2.843 -0.892 -6.559 0.242
H 5.127 -1.269 -5.586 0.239
H 4.116 -2.692 -5.437 0.210
H 4.665 -0.641 -3.233 0.208
H 5.286 -2.285 -3.295 0.240
H 3.275 -2.069 -1.779 0.219
H 3.013 -3.212 -3.104 0.215
```

Results
- Frontier orbital gap (spin up / spin down): 7.37 / 7.37 eV
- Charge: +2
- HOMO energy (spin up / spin down): -14.159 / -14.158 eV
- Lowest unoccupied orbital energy (spin up / spin down): -6.785 / -6.784 eV


# 3
A molecular structure, C12H22AsBrN2O2STi at a distorted geometry. Source: the OMol25 dataset; level of theory: ωB97M-V/def2-TZVPD.

Geometry as XYZ:
```
42
Properties=species:S:1:pos:R:3:nbo_charge:R:1
Ti -0.352 0.245 -0.429 1.166
N -0.458 0.245 1.599 -0.876
C 0.685 0.447 2.435 -0.236
C 1.866 -0.246 1.778 -0.532
C 2.253 0.504 0.498 0.750
O 3.260 1.264 0.624 -0.551
O 1.568 0.245 -0.535 -0.703
H -1.505 0.909 1.803 0.472
H -1.087 -0.708 1.781 0.477
H 0.502 0.034 3.432 0.240
H 0.880 1.519 2.546 0.229
H 1.643 -1.294 1.541 0.220
H 2.718 -0.252 2.468 0.282
C -0.352 5.782 0.468 -0.658
C -0.352 4.590 -0.447 0.065
C -0.352 4.770 -1.931 -0.110
C -0.352 3.693 -2.738 -0.223
C -0.352 2.347 -2.065 0.232
Br -0.352 0.369 -2.985 0.337
N -0.352 2.284 -0.554 -0.501
C -0.352 3.352 0.086 0.048
H -0.352 6.728 -0.114 0.251
H 0.553 5.765 1.111 0.259
H -1.258 5.765 1.111 0.254
H -0.352 5.767 -2.362 0.270
H -0.352 3.802 -3.818 0.283
H -0.352 3.164 1.133 0.212
C -1.060 -4.524 1.337 -0.930
As -0.352 -4.023 -0.429 1.475
C -1.528 -4.524 -1.925 -0.926
C 1.531 -4.524 -0.699 -0.927
S -0.352 -2.159 -0.429 -0.512
H -1.092 -5.630 1.419 0.272
H -2.084 -4.115 1.456 0.265
H -0.401 -4.115 2.130 0.259
H -1.582 -5.630 -1.994 0.269
H -1.119 -4.115 -2.871 0.265
H -2.544 -4.115 -1.751 0.270
H 1.618 -5.630 -0.712 0.268
H 2.146 -4.115 0.128 0.265
H 1.889 -4.115 -1.666 0.270
H -2.113 0.245 -0.429 -0.242
```

Results
- Frontier orbital gap (spin up / spin down): 6.93 / 6.93 eV
- Charge: +2
- HOMO energy (spin up / spin down): -15.188 / -15.188 eV
- Lowest unoccupied orbital energy (spin up / spin down): -8.257 / -8.257 eV


# 4
12 unconnected molecules or ions with the total composition C4H32N2O11 at a distorted geometry. Source: the OMol25 dataset; level of theory: ωB97M-V/def2-TZVPD.

Geometry as XYZ:
```
49
Properties=species:S:1:pos:R:3:nbo_charge:R:1
H -2.014 0.565 3.526 0.362
N -2.267 0.296 2.609 -0.795
C -1.566 -0.633 2.071 0.320
N -1.966 -1.181 0.878 -0.633
C -0.921 -1.612 -0.044 -0.178
C -1.669 -2.535 -1.047 -0.410
C -0.647 -3.394 -1.846 -0.652
H -0.592 -0.955 2.513 0.177
H -2.863 -0.916 0.527 0.406
H -0.278 -2.244 0.494 0.201
H -0.321 -0.809 -0.534 0.151
H -2.369 -3.096 -0.456 0.205
H -2.234 -1.954 -1.748 0.209
H -1.194 -4.408 -1.962 0.229
H -0.662 -3.173 -2.933 0.220
H 0.400 -3.293 -1.554 0.229
O 2.244 3.096 0.581 -0.997
H 2.113 3.626 -0.249 0.503
H 2.479 2.177 0.176 0.493
O 0.221 1.612 1.149 -1.025
H -0.604 2.071 1.368 0.480
H 0.920 2.258 0.815 0.503
O 2.526 3.645 -1.936 -0.934
H 1.809 3.125 -2.356 0.471
H 3.208 3.039 -2.240 0.491
O 1.254 -1.289 -3.951 -0.936
H 1.561 -0.383 -3.843 0.471
H 0.578 -1.219 -3.286 0.464
O 1.627 -0.009 2.663 -0.997
H 0.923 0.609 2.368 0.513
H 2.347 0.540 2.972 0.487
O 2.283 -1.696 0.697 -1.004
H 2.064 -1.029 1.364 0.500
H 2.352 -2.540 1.134 0.472
O 0.380 0.637 -2.215 -1.001
H -0.337 1.293 -2.304 0.530
H 0.367 0.038 -1.491 0.473
O 2.746 1.017 -0.964 -0.984
H 3.039 0.121 -0.766 0.511
H 1.785 1.024 -1.122 0.495
O -3.064 2.209 0.840 -0.981
H -2.733 1.434 1.286 0.501
H -2.793 2.997 1.295 0.477
O -2.014 1.548 -1.602 -0.996
H -2.450 1.971 -0.789 0.511
H -2.475 2.174 -2.181 0.467
O -1.082 -3.538 2.927 -0.924
H -1.460 -3.080 2.179 0.466
H -0.227 -3.066 3.027 0.461
```

Results
- Frontier orbital gap: 9.91 eV
- SMILES: [H]/N=C/NCCC.O.O.O.O.O.O.O.O.O.O.O
- Charge: 0
- HOMO energy: -9.860 eV
- Lowest unoccupied orbital energy: 0.054 eV


# 5
C3H5BrN2 in the gas phase at a distorted geometry. Source: the OMol25 dataset; level of theory: ωB97M-V/def2-TZVPD.

Geometry as XYZ:
```
11
Properties=species:S:1:pos:R:3:lowdin_spin:R:1
C -0.125 -1.659 0.536 0.015
C 0.209 -0.408 0.856 0.022
C 0.822 0.539 -0.148 0.104
N 0.198 1.851 -0.041 0.724
N -0.975 2.209 -0.692 0.823
Br -1.956 1.230 -1.907 0.300
H -0.519 -2.373 1.241 0.001
H -0.088 -2.229 -0.404 0.000
H -0.210 -0.020 1.831 0.000
H 1.833 0.808 -0.168 0.004
H 0.810 0.052 -1.103 0.007
```

Results
- Frontier orbital gap (spin up / spin down): 8.15 / 6.92 eV
- Charge: 0
- HOMO energy (spin up / spin down): -7.825 / -9.879 eV
- Lowest unoccupied orbital energy (spin up / spin down): 0.326 / -2.954 eV
- 2S+1: 3